1.
C20H22ClN4O2RbSe2 as an isolated structure. Source: OMol25; level of theory: ωB97M-V/def2-TZVPD.

Its HOMO-LUMO gap is 0.3025 Eh. Its energy above the lowest of the compared OMol25 structures with the same formula, charge and spin is 0.201 eV. Its molecular weight is 629.3 g mol⁻¹. The LUMO energy comes out at -0.25 eV. Its spin multiplicity is 1. For the HOMO energy, the calculation gives -8.48 eV.

Structure (XYZ):
```
52
C20H22ClN4O2RbSe2, DFT ωB97M-V/def2-TZVPD
Rb 0.04996 0.00717 -1.16437
N 2.66332 0.68012 0.14927
C 2.75588 1.57633 1.31567
C 2.03539 1.04166 2.55817
C 0.59106 1.49087 2.71482
N -0.25072 0.92950 1.65963
H 2.61982 -0.28640 0.46409
H 3.48827 0.78469 -0.42905
H 2.32555 2.54409 1.04177
H 3.80281 1.76146 1.58406
H 2.59014 1.35306 3.44600
H 2.05263 -0.05234 2.54882
H 0.53121 2.58324 2.65514
H 0.24824 1.20293 3.71780
H -1.22766 1.14833 1.81451
H -0.14737 -0.08435 1.65299
Se -2.70409 3.35582 0.14992
Se -3.43453 1.93825 -1.53270
C -3.75335 0.35939 -0.46587
C -5.04926 0.06346 -0.07594
C -5.26336 -1.09505 0.65988
C -4.17874 -1.89276 0.97245
C -2.91405 -1.51300 0.53551
N -2.70607 -0.40582 -0.17938
C -0.85366 3.68418 -0.28020
C -0.22786 4.64828 0.51013
C 1.07223 4.99589 0.20661
C 1.70286 4.37538 -0.86484
C 0.99613 3.42243 -1.57062
N -0.26487 3.07670 -1.29144
H -5.86242 0.72540 -0.33743
H -6.26401 -1.35494 0.97993
H -4.28490 -2.80369 1.54482
H -2.04062 -2.12272 0.76138
H -0.75797 5.11738 1.32898
H 1.58864 5.74303 0.79510
H 2.71954 4.62084 -1.13729
H 1.45567 2.90959 -2.40882
Cl 5.06061 -5.78062 4.17342
C 3.80241 -4.91298 3.34015
C 2.53479 -5.46771 3.25041
C 1.54408 -4.76878 2.57999
C 1.80819 -3.53000 2.00421
C 3.08220 -2.99714 2.11602
C 4.09044 -3.68096 2.78006
C 0.69908 -2.78558 1.27037
O -0.41764 -3.32136 1.22448
O 1.00991 -1.66018 0.77634
H 2.33555 -6.43054 3.70033
H 0.54540 -5.17315 2.48816
H 3.27615 -2.03139 1.67323
H 5.08582 -3.26722 2.86617
```

Okay, here come the Mulliken numbers, in e, for every atom:
1 Rb 0.82
2 N -0.24
3 C -0.13
4 C -0.36
5 C -0.89
6 N 0.04
7 H 0.00
8 H 0.21
9 H -0.27
10 H 0.37
11 H 0.48
12 H 0.02
13 H 0.28
14 H 0.48
15 H 0.11
16 H -0.07
17 Se -0.05
18 Se -0.05
19 C -0.18
20 C -0.37
21 C -0.31
22 C -0.75
23 C -0.30
24 N 0.23
25 C 0.65
26 C -0.75
27 C -0.27
28 C -0.65
29 C -0.20
30 N -0.33
31 H 0.41
32 H 0.40
33 H 0.44
34 H 0.58
35 H 0.36
36 H 0.39
37 H 0.40
38 H 0.41
39 Cl -0.23
40 C 0.48
41 C -0.68
42 C -0.28
43 C 0.09
44 C 0.26
45 C -0.99
46 C 0.10
47 O -0.86
48 O -0.42
49 H 0.42
50 H 0.44
51 H 0.33
52 H 0.41

2.
One molecule with the formula C20H22F3N5 in a non-equilibrium geometry. Source: OMol25; level of theory: ωB97M-V/def2-TZVPD.

Its SMILES is CC(C)Nc1nc(C#N)cnc1N1CCC([C@@H](F)c2ccc(F)cc2F)CC1. Its HOMO-LUMO gap is 0.3050 Eh. Its energy above the lowest of the compared OMol25 structures with the same formula, charge and spin is 1.323 eV. Its molecular weight is 389.4 g mol⁻¹. The LUMO energy comes out at -0.03 eV. Its spin multiplicity is 1. For the HOMO energy, the calculation gives -8.33 eV.

Structure (XYZ):
```
50
C20H22F3N5, DFT ωB97M-V/def2-TZVPD
N 6.22338 -3.99086 0.78768
F -2.60213 3.88682 2.90111
F -1.20995 3.64945 -1.67344
F -4.08418 0.95416 -2.30432
C 5.23772 -3.48135 0.42548
N 2.52444 -2.46921 -1.87255
N 3.19130 -2.31217 0.93735
C 3.67429 -2.93473 -1.33954
C 4.00591 -2.85329 0.02223
C 1.73774 -1.86197 -0.97063
C 2.04105 -1.79741 0.44102
C -3.46583 2.23062 1.52296
C -1.84889 3.80148 0.63884
C -3.52090 1.57875 0.29316
C -2.65470 3.31841 1.68779
C -1.88698 3.14067 -0.60867
C -2.71154 2.01630 -0.76223
N 0.59833 -1.21487 -1.45000
N 1.18600 -1.08885 1.30508
C 2.13013 0.77601 2.52358
C 0.34789 -0.58001 3.53088
C 0.74239 -0.36000 -2.64187
C -0.70030 -1.87730 -1.24331
C -0.34393 0.77095 -2.58234
C -1.66836 -0.73857 -1.02409
C 1.54939 -0.62355 2.63550
C -1.75258 0.15780 -2.28579
C -2.78096 1.32599 -2.11858
H 4.34164 -3.48358 -1.98419
H -3.98114 1.93706 2.45020
H -1.20183 4.66896 0.81769
H -4.21160 0.73665 0.13142
H 0.39316 -0.69403 0.82218
H 2.09590 1.29863 3.52888
H 1.55331 1.39553 1.83478
H 3.14422 0.71395 2.18555
H -0.08350 -1.60484 3.53667
H 0.60277 -0.31474 4.56304
H -0.41168 0.12356 3.17123
H 1.73527 0.11064 -2.67769
H 0.62789 -1.00002 -3.51497
H -0.66349 -2.50536 -0.32070
H -0.99501 -2.49628 -2.09441
H -0.32224 1.37109 -3.48738
H -0.04540 1.38393 -1.76000
H -1.36027 -0.14988 -0.17682
H -2.65384 -1.15955 -0.84355
H 2.22765 -1.33899 3.15098
H -2.06974 -0.45856 -3.15595
H -2.68078 2.04257 -2.95226
```

Okay, here come the Mulliken numbers, in e, for every atom:
1 N -0.49
2 F -0.32
3 F -0.36
4 F -0.39
5 C 0.12
6 N -0.71
7 N -0.54
8 C -0.60
9 C 0.44
10 C 0.07
11 C 0.58
12 C -0.55
13 C -0.84
14 C -0.18
15 C 0.35
16 C 0.48
17 C 0.20
18 N 0.90
19 N 0.20
20 C -1.27
21 C -1.50
22 C -1.17
23 C -1.04
24 C -0.70
25 C -0.28
26 C 0.31
27 C 0.11
28 C -0.28
29 H 0.43
30 H 0.40
31 H 0.44
32 H 0.41
33 H -0.19
34 H 0.41
35 H 0.21
36 H 0.37
37 H 0.37
38 H 0.43
39 H 0.29
40 H 0.46
41 H 0.37
42 H 0.34
43 H 0.46
44 H 0.42
45 H 0.22
46 H 0.18
47 H 0.25
48 H 0.28
49 H 0.42
50 H 0.48

3.
C20H22F6N4NaO9S2 as an isolated structure. Source: OMol25; level of theory: ωB97M-V/def2-TZVPD.

Its HOMO-LUMO gap is 0.2765 Eh. As for the total charge: -1. Its energy above the lowest of the compared OMol25 structures with the same formula, charge and spin is 0.000 eV. Its molecular weight is 663.5 g mol⁻¹. The LUMO energy comes out at 1.94 eV. Its spin multiplicity is 1. For the HOMO energy, the calculation gives -5.58 eV.

Structure (XYZ):
```
64
C20H22F6N4NaO9S2, DFT ωB97M-V/def2-TZVPD
Na 0.19806 0.02581 -0.01528
C 0.06445 -3.21235 0.18356
O -0.88235 -2.17896 0.40355
C -1.55986 -2.29515 1.63971
C -0.81388 -1.58258 2.75259
O -0.85965 -0.18337 2.54291
C -1.96651 0.45977 3.14572
C -2.31302 1.69120 2.34960
O -2.98107 1.26836 1.19114
C -3.13886 2.30044 0.23426
H -0.41773 -4.19266 0.27039
H 0.89939 -3.15915 0.88920
H 0.44573 -3.08809 -0.82608
H -1.71913 -3.35310 1.88505
H -2.53435 -1.81939 1.50462
H 0.24006 -1.86588 2.75448
H -1.23841 -1.84656 3.72944
H -1.72704 0.71356 4.18657
H -2.84513 -0.19663 3.14528
H -1.39534 2.23486 2.08997
H -2.94440 2.36055 2.95561
H -2.18731 2.80303 0.04611
H -3.87737 3.03714 0.57875
H -3.46375 1.82830 -0.68786
O -0.89522 0.70016 -4.13962
C -1.19862 0.56487 -2.96225
N -0.79173 1.27877 -1.88249
C -0.40356 2.55785 -2.07147
O -0.74934 3.35495 -2.93721
C 0.56773 3.07719 -1.01156
C 1.33716 4.19447 -1.32238
C 2.27439 4.63933 -0.40937
C 2.40253 3.97042 0.79945
C 1.57743 2.88464 1.03559
N 0.67805 2.44128 0.15647
C -2.05683 -0.64405 -2.59807
C -1.95333 -1.79378 -3.37860
C -2.72655 -2.89242 -3.05626
C -3.60736 -2.79709 -1.98659
C -3.65904 -1.60153 -1.28951
N -2.89661 -0.54926 -1.56943
H 1.17814 4.66525 -2.28180
H 2.90443 5.49026 -0.63881
H 3.13197 4.26360 1.54207
H 1.64999 2.32733 1.96339
H -1.26338 -1.78665 -4.21041
H -2.65220 -3.80855 -3.62999
H -4.24158 -3.62596 -1.69903
H -4.34504 -1.48228 -0.45495
F 3.43542 -1.36217 3.76274
C 3.69528 -1.91601 2.57240
F 4.96950 -2.30112 2.55686
F 2.92395 -3.00407 2.44744
S 3.32954 -0.67973 1.25587
O 1.93258 -0.38762 1.46944
O 4.27372 0.37268 1.47996
N 3.64782 -1.56162 0.00625
S 2.99874 -1.44074 -1.41343
O 1.65664 -0.92034 -1.41711
O 3.28375 -2.61509 -2.17500
C 3.97176 -0.09524 -2.21445
F 3.71581 1.07098 -1.61769
F 5.28290 -0.33535 -2.12946
F 3.63868 -0.00254 -3.50027
```

Okay, here come the Mulliken numbers, in e, for every atom:
1 Na 0.79
2 C -0.82
3 O 0.38
4 C -0.45
5 C -0.54
6 O 0.01
7 C -0.74
8 C -0.32
9 O -0.18
10 C -0.51
11 H 0.35
12 H 0.19
13 H 0.14
14 H 0.43
15 H 0.11
16 H -0.03
17 H 0.46
18 H 0.33
19 H 0.43
20 H 0.04
21 H 0.44
22 H 0.03
23 H 0.37
24 H 0.16
25 O -0.71
26 C -0.09
27 N 0.45
28 C -0.30
29 O -0.73
30 C 0.57
31 C -0.73
32 C -0.35
33 C -0.91
34 C -0.45
35 N 0.54
36 C 0.56
37 C -0.93
38 C -0.33
39 C -0.71
40 C -0.34
41 N 0.10
42 H 0.51
43 H 0.39
44 H 0.42
45 H 0.43
46 H 0.47
47 H 0.40
48 H 0.40
49 H 0.46
50 F -0.23
51 C 0.49
52 F -0.21
53 F -0.23
54 S 0.99
55 O -0.44
56 O -0.71
57 N -0.53
58 S 1.02
59 O -0.53
60 O -0.72
61 C 0.54
62 F -0.17
63 F -0.24
64 F -0.22

4.
C20H22FN2OS3V as an isolated structure in a non-equilibrium geometry. Source: OMol25; level of theory: ωB97M-V/def2-TZVPD.

Its HOMO-LUMO gap (alpha / beta) is 0.2609 / 0.2799 Eh. As for the total charge: -1. Its energy above the lowest of the compared OMol25 structures with the same formula, charge and spin is 0.636 eV. Its molecular weight is 472.6 g mol⁻¹. The LUMO energy (alpha / beta) comes out at 1.94 / 2.33 eV. Its spin multiplicity is 2. For the HOMO energy (alpha / beta), the calculation gives -5.16 / -5.29 eV.

Structure (XYZ):
```
50
C20H22FN2OS3V, DFT ωB97M-V/def2-TZVPD
V 1.02385 -0.70829 0.18482
C 1.82666 1.47113 2.10293
C 1.67181 1.25211 0.67379
C 0.60368 2.16298 0.26758
C 0.17140 2.86939 1.37872
C 0.89304 2.41473 2.51233
H 2.54291 0.91241 2.74746
H 2.57776 1.10359 0.04201
H 0.36366 2.26872 -0.78034
H -0.64952 3.60824 1.41946
H 0.81480 2.81289 3.52396
S -0.05369 -2.39498 -1.23672
C 0.14836 -1.16357 -2.40376
S 1.25918 0.06284 -2.01175
C -0.57106 -1.09952 -3.63145
C -1.11825 -2.25165 -4.19059
N -1.50695 -3.18338 -4.84518
C -0.59422 0.08234 -4.35025
N -0.76293 1.06557 -4.98156
C -2.29822 0.18619 2.24446
C -1.62064 -0.91610 1.46736
C -2.21187 -2.29599 1.76024
O -0.20167 -0.80306 1.59253
H -1.94591 0.45552 3.25310
H -3.36993 -0.09806 2.42734
H -2.30772 1.08006 1.57212
H -1.79730 -0.67485 0.39488
H -2.48199 -2.34522 2.84625
H -1.46573 -3.07868 1.53784
H -3.21205 -2.41197 1.25635
C -3.30502 4.14751 -1.49734
S -3.82994 2.46977 -1.27312
C -3.11319 1.70429 -2.70001
H -2.28283 4.31811 -1.10831
H -4.02796 4.79694 -1.01028
H -3.31253 4.35472 -2.56189
H -2.61768 2.45812 -3.33753
H -3.84369 1.18198 -3.34492
H -2.34806 0.99973 -2.37554
F 6.11191 -3.42172 1.82171
C 4.90999 -2.88500 1.45219
C 3.94470 -2.69431 2.40768
C 2.73767 -2.13190 2.01920
C 2.49490 -1.71081 0.70383
C 3.40838 -2.09599 -0.25398
C 4.63985 -2.54699 0.12354
H 4.14640 -2.86255 3.46077
H 1.96608 -1.80545 2.69934
H 3.19544 -1.91046 -1.31908
H 5.39809 -2.74936 -0.68019
```

Okay, here come the Mulliken numbers, in e, for every atom:
1 V -0.15
2 C -0.79
3 C -0.22
4 C -0.48
5 C -0.60
6 C -0.56
7 H 0.38
8 H 0.92
9 H 0.45
10 H 0.35
11 H 0.42
12 S -0.36
13 C 1.03
14 S -0.51
15 C 0.37
16 C -0.09
17 N -0.62
18 C 0.02
19 N -0.66
20 C -1.21
21 C 1.11
22 C -1.47
23 O -0.49
24 H 0.28
25 H 0.40
26 H 0.16
27 H -0.22
28 H 0.38
29 H 0.33
30 H 0.33
31 C -0.83
32 S -0.11
33 C -0.36
34 H 0.19
35 H 0.33
36 H 0.34
37 H 0.29
38 H 0.39
39 H -0.27
40 F -0.33
41 C 0.48
42 C -0.66
43 C -0.13
44 C 0.75
45 C -0.31
46 C -0.69
47 H 0.39
48 H 0.43
49 H 0.26
50 H 0.32